No. 1
82
Properties=species:S:1:pos:R:3 method="wB97M-V/def2-TZVPD" homo_ev=-9.41 e_above_lowest_kcal_mol=38.17 e_lumo_ev=-5.878 total_charge=+1 gap_ev=3.527 multiplicity=1
C 2.003 -0.141 10.719
C 2.362 0.923 9.702
C 3.805 1.405 9.907
C 2.235 0.415 8.264
C 1.385 2.064 9.941
N 1.897 3.290 10.281
C 0.894 4.236 10.211
C -0.312 3.594 9.818
C -1.400 4.474 9.516
C -1.260 5.848 9.784
C -0.040 6.398 10.240
C 1.084 5.583 10.440
C -0.023 2.156 9.750
C -0.985 1.036 9.573
C -2.381 1.466 9.755
C -2.682 2.163 10.937
C -3.915 2.791 11.120
C -4.887 2.698 10.020
C -6.144 3.534 10.105
C -4.593 1.856 8.937
C -3.387 1.221 8.824
H 1.015 -0.536 10.444
H 2.730 -0.967 10.747
H 1.927 0.310 11.719
H 4.063 2.188 9.186
H 3.955 1.762 10.930
H 4.498 0.568 9.743
H 2.204 1.268 7.568
H 3.104 -0.196 7.965
H 1.323 -0.187 8.150
H 2.851 3.516 10.501
H -2.305 4.134 9.029
H -2.070 6.545 9.575
H 0.069 7.458 10.378
H 2.067 5.983 10.730
H -0.768 0.508 8.595
H -1.871 2.308 11.635
H -4.078 3.463 11.959
H -6.787 3.317 9.228
H -6.638 3.228 11.030
H -6.017 4.634 10.135
H -5.311 1.787 8.040
H -3.114 0.645 7.915
C -3.822 -5.113 10.327
C -2.372 -4.707 10.319
C -1.962 -4.346 11.736
C -1.601 -5.946 9.823
N -2.142 -3.497 9.462
C -2.538 -3.655 7.970
C -1.468 -4.420 7.138
C -0.122 -3.734 7.355
N 0.188 -3.662 8.784
C 1.626 -3.901 9.167
C 1.997 -5.347 8.728
C 1.837 -3.737 10.683
C 2.522 -2.957 8.366
P -0.812 -2.536 9.468
H -1.238 0.249 10.190
H -4.101 -5.634 9.416
H -3.985 -5.845 11.133
H -4.505 -4.292 10.528
H -0.882 -4.136 11.753
H -2.532 -3.458 12.052
H -2.167 -5.191 12.417
H -0.562 -5.718 9.544
H -1.623 -6.594 10.713
H -2.104 -6.492 8.991
H -3.528 -4.105 7.992
H -2.572 -2.573 7.613
H -1.350 -5.471 7.492
H -1.748 -4.426 6.073
H 0.683 -4.230 6.810
H -0.174 -2.654 7.032
H 1.944 -5.479 7.624
H 3.047 -5.477 9.015
H 1.403 -6.105 9.243
H 1.576 -2.719 11.020
H 1.243 -4.528 11.204
H 2.912 -3.942 10.853
H 2.151 -1.923 8.493
H 3.556 -3.023 8.768
H 2.548 -3.248 7.302

=====

No. 2
12
Properties=species:S:1:pos:R:3 method="wB97M-V/def2-TZVPD" smiles=O.O.O.O homo_ev=-10.73 e_above_lowest_kcal_mol=44.46 e_lumo_ev=0.352 gap_ev=11.081 multiplicity=1
O 0.806 -1.206 -0.401
H 1.580 -1.360 -0.942
H 0.676 -0.258 -0.430
O -1.529 -1.878 -0.184
H -2.031 -1.645 0.597
H -0.711 -1.388 -0.098
O 0.652 2.466 -0.509
H 0.677 1.591 -0.123
H 1.547 2.621 -0.811
O -0.191 0.366 0.830
H -0.519 -0.134 1.578
H -0.959 0.827 0.494

=====

No. 3
119
Properties=species:S:1:pos:R:3 method="wB97M-V/def2-TZVPD" homo_ev=-4.80 e_lumo_ev=2.274 total_charge=-1 gap_ev=7.071 multiplicity=1
C -1.056 1.427 2.320
C -1.557 1.641 1.247
P -2.287 1.967 -0.485
S -3.025 -0.201 -0.550
C -2.950 2.146 -2.274
C -1.927 1.688 -3.311
C -0.813 2.712 -3.582
C 0.545 2.112 -4.023
C 1.717 2.494 -3.118
C 1.862 1.717 -1.819
O 2.611 0.501 -2.046
C 2.153 -0.646 -1.490
C 0.686 -0.942 -1.619
O 2.933 -1.401 -0.974
C -1.670 3.782 -0.320
O -0.211 3.821 -0.280
C 0.352 5.010 -0.339
F -0.026 5.749 -1.426
F 1.695 4.867 -0.421
F 0.104 5.802 0.743
H -0.391 1.176 3.119
H -3.540 2.373 0.095
H -1.018 1.541 -1.007
H -3.041 -0.516 0.748
H -3.316 3.157 -2.480
H -3.820 1.488 -2.346
H -1.518 0.719 -3.014
H -2.448 1.507 -4.258
H -1.169 3.362 -4.385
H -0.651 3.350 -2.714
H 0.458 1.026 -4.105
H 0.782 2.481 -5.024
H 1.682 3.557 -2.872
H 2.652 2.335 -3.664
H 2.446 2.311 -1.115
H 0.908 1.509 -1.341
H 0.296 -0.482 -2.524
H 0.143 -0.492 -0.784
H 0.527 -2.014 -1.615
H -2.041 4.174 0.629
H -2.032 4.422 -1.124
C 1.892 -5.349 1.758
C 2.582 -4.883 0.478
C 1.572 -5.294 -0.581
O 0.284 -5.215 0.032
C 0.430 -5.047 1.443
H 2.244 -4.841 2.655
H 2.033 -6.425 1.897
H 2.699 -3.798 0.487
H 3.560 -5.331 0.310
H 1.743 -6.330 -0.906
H 1.591 -4.647 -1.459
H 0.171 -4.017 1.705
H -0.265 -5.719 1.950
C -1.753 -2.012 -6.723
C -0.809 -3.024 -6.076
C -0.386 -2.282 -4.814
O -1.492 -1.461 -4.446
C -2.444 -1.416 -5.502
H -2.454 -2.454 -7.431
H -1.178 -1.244 -7.246
H -1.354 -3.934 -5.814
H 0.037 -3.303 -6.704
H 0.479 -1.634 -5.002
H -0.146 -2.945 -3.982
H -3.321 -2.007 -5.214
H -2.760 -0.382 -5.649
C 4.942 -9.175 -2.134
C 4.102 -9.510 -0.902
C 4.468 -8.368 0.038
O 4.748 -7.243 -0.793
C 4.857 -7.654 -2.155
H 4.574 -9.629 -3.053
H 5.976 -9.496 -1.983
H 3.039 -9.469 -1.151
H 4.315 -10.490 -0.477
H 5.362 -8.607 0.625
H 3.662 -8.107 0.726
H 3.968 -7.315 -2.698
H 5.733 -7.180 -2.598
C -4.246 3.228 6.544
C -2.743 3.314 6.793
C -2.208 2.292 5.797
O -3.110 2.289 4.698
C -4.293 3.009 5.034
H -4.796 4.114 6.862
H -4.663 2.364 7.067
H -2.378 4.311 6.537
H -2.455 3.096 7.821
H -2.187 1.284 6.229
H -1.206 2.535 5.440
H -4.288 3.963 4.495
H -5.161 2.435 4.709
C -2.462 -1.396 8.327
C -2.191 -1.676 9.804
C -2.397 -0.298 10.420
O -3.382 0.357 9.620
C -3.591 -0.380 8.412
H -2.733 -2.279 7.752
H -1.582 -0.945 7.862
H -2.930 -2.379 10.194
H -1.199 -2.080 10.000
H -1.472 0.289 10.393
H -2.750 -0.339 11.452
H -4.568 -0.872 8.470
H -3.602 0.309 7.568
C 1.653 7.956 -3.457
C 3.178 7.970 -3.385
C 3.543 6.955 -4.460
O 2.520 7.038 -5.454
C 1.418 7.797 -4.953
H 1.184 8.851 -3.051
H 1.262 7.093 -2.919
H 3.561 8.959 -3.652
H 3.571 7.705 -2.405
H 3.560 5.938 -4.054
H 4.508 7.157 -4.929
H 1.404 8.770 -5.458
H 0.491 7.272 -5.187

=====

No. 4
42
Properties=species:S:1:pos:R:3 method="wB97M-V/def2-TZVPD" smiles="O=C1O[C@@H](S)[C@@](I)(N=C=S)O1.CN(C)P(=O)(N(C)C)N(C)C" homo_ev=-7.98 e_lumo_ev=-1.576 gap_ev=6.400 multiplicity=1
O -0.908 6.193 0.386
C 0.149 5.748 0.853
O 1.449 6.398 0.780
C 2.310 5.246 0.558
S 4.116 5.496 0.250
C 1.813 4.342 1.782
I 2.409 2.269 1.340
N 1.936 4.833 3.180
C 3.161 5.071 3.520
S 4.737 5.368 3.989
O 0.368 4.477 1.525
H 1.996 4.596 -0.349
H 4.283 5.504 -1.134
C -0.431 -4.313 0.393
N -0.362 -2.933 0.828
C -0.550 -2.865 2.271
P -0.643 -1.473 0.007
O 0.759 -0.935 0.357
N -0.293 -1.498 -1.702
C 0.224 -2.663 -2.406
C 0.506 -0.348 -2.156
N -2.300 -2.000 -0.371
C -2.779 -2.951 -1.353
C -3.154 -0.801 -0.459
H -1.429 -4.740 0.563
H 0.283 -4.924 0.957
H -0.165 -4.453 -0.649
H -1.617 -2.894 2.530
H -0.129 -1.937 2.675
H -0.045 -3.683 2.792
H 1.135 -3.046 -1.927
H 0.480 -2.420 -3.441
H -0.504 -3.465 -2.488
H 1.579 -0.502 -1.957
H 0.203 0.576 -1.655
H 0.390 -0.183 -3.231
H -2.747 -2.552 -2.376
H -3.823 -3.202 -1.134
H -2.261 -3.905 -1.339
H -2.979 -0.245 -1.389
H -2.951 -0.127 0.380
H -4.215 -1.060 -0.399

=====

No. 5
48
Properties=species:S:1:pos:R:3 method="wB97M-V/def2-TZVPD" homo_ev=-5.65 e_lumo_ev=2.345 total_charge=-1 gap_ev=7.991 multiplicity=1
C -7.429 -0.834 -1.592
C -6.001 -0.650 -2.043
O -5.419 -1.924 -2.114
C -4.314 -2.019 -2.986
C -3.057 -2.607 -2.299
O -3.195 -2.675 -0.936
Al -1.665 -3.231 -0.128
C -0.184 -1.986 -0.758
C 1.012 -1.877 0.128
O 1.880 -0.726 -0.257
C 1.385 0.427 0.093
O 1.365 1.322 -0.657
P -2.026 -3.227 2.221
O -2.315 -4.602 2.609
O -0.738 -2.737 3.149
O -3.278 -2.278 2.738
H -7.935 -1.373 -2.379
H -7.885 0.133 -1.438
H -7.482 -1.430 -0.696
H -6.019 -0.141 -3.005
H -5.442 -0.056 -1.323
H -4.064 -1.022 -3.338
H -4.559 -2.605 -3.870
H -2.827 -3.583 -2.740
H -2.231 -1.956 -2.610
H -1.373 -4.721 -0.618
H -0.626 -1.023 -0.998
H 0.165 -2.396 -1.699
H 0.775 -1.726 1.176
H 1.647 -2.732 -0.001
H 0.954 0.603 1.085
H -0.630 -1.778 3.044
H -3.034 -1.925 3.608
C 5.400 5.665 2.675
C 6.656 5.150 2.002
O 6.611 3.734 1.792
C 5.823 3.327 0.788
O 5.192 4.041 0.053
O 5.872 1.998 0.744
C 5.007 1.400 -0.233
H 5.219 5.126 3.606
H 5.495 6.729 2.895
H 4.527 5.524 2.040
H 7.516 5.322 2.648
H 6.844 5.662 1.058
H 5.192 1.807 -1.224
H 3.962 1.535 0.033
H 5.225 0.337 -0.245

=====

No. 6
14
Properties=species:S:1:pos:R:3 method="wB97M-V/def2-TZVPD" smiles="C=N/N=C/CC" homo_ev=-9.50 e_above_lowest_kcal_mol=72.92 e_lumo_ev=0.523 gap_ev=10.027 multiplicity=1
C -3.319 0.027 0.217
N -2.207 -0.628 -0.364
N -1.188 0.438 -0.379
C 0.001 -0.146 -0.221
C 1.314 0.647 -0.141
C 2.428 -0.475 0.061
H -3.324 1.130 0.456
H -4.290 -0.382 0.325
H -0.087 -1.211 -0.112
H 1.205 1.313 0.692
H 1.367 1.282 -1.064
H 2.424 -1.244 -0.742
H 2.234 -0.753 1.123
H 3.442 0.001 0.150

=====

No. 7
18
Properties=species:S:1:pos:R:3 method="wB97M-V/def2-TZVPD" homo_ev=-13.25 e_above_lowest_kcal_mol=5.08 e_lumo_ev=-4.945 total_charge=+1 gap_ev=8.305 multiplicity=1
C -0.849 -0.257 -2.050
C -0.391 0.343 -0.797
C 1.017 0.140 -0.763
C 1.120 1.547 1.088
C -0.982 0.952 0.292
N 0.165 -0.839 -2.583
N 1.271 -0.550 -1.885
N 1.809 0.711 0.203
N -0.142 1.546 1.158
N -1.227 -1.312 1.819
I -2.971 1.348 0.529
H -1.814 -0.313 -2.474
H 1.733 2.118 1.779
H 2.057 -1.164 -2.046
H 2.782 0.583 -0.012
H -1.320 -1.355 2.826
H -1.946 -1.798 1.303
H -0.311 -1.702 1.613

=====

No. 8
110
Properties=species:S:1:pos:R:3 method="wB97M-V/def2-TZVPD" homo_ev="-2.05 / -1.00" e_above_lowest_kcal_mol=21.23 e_lumo_ev="3.825 / 3.825" total_charge=-2 gap_ev="5.878 / 4.827" multiplicity=1
Tl -0.558 0.027 -0.013
C -1.720 -1.677 3.698
Si -0.259 -2.248 2.687
C -1.044 -3.405 1.393
C 0.726 -3.470 3.748
C 0.726 -0.847 1.986
C 1.937 -1.340 1.271
C 2.985 -2.062 1.877
C 4.036 -2.528 1.111
C 4.047 -2.278 -0.258
C 3.005 -1.532 -0.777
N 2.002 -1.072 -0.034
Si 1.181 0.446 3.257
C 2.723 1.365 2.718
C 1.642 -0.279 4.950
C -0.208 1.645 3.622
H -2.340 -2.532 3.984
H -2.348 -0.997 3.121
H -1.414 -1.157 4.610
H -1.284 -4.366 1.854
H 0.743 -3.888 0.452
H -1.969 -2.980 1.010
H 0.028 -4.187 4.193
H 1.273 -2.981 4.557
H 1.446 -4.041 3.155
H 2.962 -2.243 2.943
H 4.842 -3.084 1.576
H 4.841 -2.639 -0.898
H 2.951 -1.291 -1.835
H 3.573 0.683 2.620
H 2.980 2.121 3.466
H 2.593 1.872 1.763
H 2.518 -0.932 4.893
H 0.823 -0.850 5.397
H 1.885 0.541 5.634
H -0.662 2.030 2.710
H 0.174 2.499 4.190
H -0.992 1.168 4.218
N -0.811 -2.514 -2.992
C -0.335 -1.236 -3.290
N -0.269 -0.850 -4.553
N 0.235 0.397 -4.484
N 0.459 0.719 -3.254
N 0.110 -0.312 -2.445
C -0.662 -3.190 -1.835
N -0.932 -4.522 -1.777
N -0.701 -4.946 -0.547
N -0.229 -3.706 0.186
N -0.250 -2.620 -0.729
H -1.114 -3.050 -3.787
O 1.672 7.670 2.420
N 0.608 6.990 2.329
O -0.459 7.377 2.898
C 0.641 5.808 1.602
C 1.851 5.440 1.023
C 2.002 4.225 0.322
C 3.219 3.856 -0.290
C 3.309 2.662 -0.951
C 2.206 1.801 -0.954
N 1.064 2.097 -0.360
C 0.931 3.312 0.213
C -0.375 3.742 0.699
N -1.397 2.928 0.400
C -2.619 3.274 0.743
C -2.892 4.449 1.437
C -1.853 5.291 1.766
C -0.535 4.969 1.386
H 2.692 6.105 1.137
H 4.061 4.537 -0.239
H 4.217 2.364 -1.460
H 2.241 0.855 -1.464
H -3.403 2.576 0.467
H -3.910 4.690 1.717
H -2.015 6.210 2.303
C -2.600 -0.157 -0.673
Ge -4.151 -0.413 0.377
C -4.674 0.441 2.098
C -5.995 0.345 2.547
C -6.399 0.945 3.733
C -5.486 1.666 4.495
C -4.173 1.781 4.062
C -3.781 1.171 2.875
C -5.695 0.101 -0.756
C -6.050 1.447 -0.867
C -7.114 1.855 -1.661
C -7.856 0.914 -2.363
C -7.522 -0.429 -2.264
C -6.452 -0.827 -1.469
C -4.385 -2.352 0.696
C -4.781 -2.916 1.908
C -4.843 -4.297 2.070
C -4.516 -5.138 1.014
C -4.126 -4.594 -0.204
C -4.062 -3.216 -0.355
H -2.726 0.791 -1.213
H -6.724 -0.200 1.954
H -7.430 0.859 4.059
H -5.800 2.141 5.417
H -3.452 2.351 4.638
H -2.755 1.279 2.542
H -5.488 2.199 -0.321
H -7.363 2.908 -1.732
H -8.687 1.227 -2.986
H -8.093 -1.172 -2.810
H -6.207 -1.881 -1.406
H -5.021 -2.272 2.748
H -5.135 -4.716 3.027
H -4.544 -6.213 1.145
H -3.824 -5.238 -1.020
H -3.697 -2.788 -1.286

=====

No. 9
17
Properties=species:S:1:pos:R:3 method="wB97M-V/def2-TZVPD" homo_ev=-9.21 e_above_lowest_kcal_mol=100.34 e_lumo_ev=-0.513 gap_ev=8.695 multiplicity=1
H 1.758 -2.232 0.677
N 1.134 -1.538 1.096
C 0.704 -0.716 0.207
N 1.131 -0.707 -1.091
C -0.900 -0.082 0.591
C -1.910 -0.784 -0.271
O -0.843 1.263 0.297
C 0.552 1.625 0.444
N 1.080 2.309 -0.503
H 1.059 3.305 -0.285
H 0.920 0.165 -1.576
H 2.030 -1.125 -1.288
H -1.002 -0.280 1.661
H -1.914 -1.861 -0.088
H -1.719 -0.563 -1.326
H -2.904 -0.380 -0.048
H 0.823 1.602 1.501

=====

No. 10
9
Properties=species:S:1:pos:R:3 method="wB97M-V/def2-TZVPD" homo_ev=-8.98 e_above_lowest_kcal_mol=9.94 e_lumo_ev=-0.392 gap_ev=8.590 multiplicity=1
O -0.620 1.709 -1.162
C 0.020 1.191 -0.136
S 0.812 2.069 0.909
C -0.027 -0.274 -0.166
C 0.379 -1.163 0.751
F 1.072 -0.989 1.867
Cl 0.122 -2.826 0.419
H -1.098 1.000 -1.565
H -0.660 -0.718 -0.917

=====

No. 11
17
Properties=species:S:1:pos:R:3 method="wB97M-V/def2-TZVPD" homo_ev="-10.55 / -10.93" e_above_lowest_kcal_mol=39.12 e_lumo_ev="-4.418 / -4.426" total_charge=+1 gap_ev="6.132 / 6.505" multiplicity=2
O 3.833 0.322 -0.575
C 2.702 0.661 -0.098
O 2.529 1.571 0.716
O 1.697 -0.064 -0.623
C 0.339 0.240 -0.253
C -0.567 -0.761 -0.858
Li 5.617 2.251 0.880
H 0.101 1.260 -0.584
H 0.283 0.230 0.850
H -0.269 -1.811 -0.865
H -1.380 -0.414 -1.495
K 3.830 -1.478 -2.026
C -3.304 -0.239 1.278
C -4.345 -0.643 0.553
O -4.988 -1.055 -0.327
H -3.138 0.835 1.368
H -2.939 -0.907 2.058

=====

No. 12
11
Properties=species:S:1:pos:R:3 method="wB97M-V/def2-TZVPD" homo_ev="-8.17 / -8.14" e_above_lowest_kcal_mol=94.61 e_lumo_ev="-1.296 / -1.578" gap_ev="6.877 / 6.558" multiplicity=2
H -3.330 0.161 -0.206
O -0.032 -2.622 -0.340
O -1.880 -0.697 0.917
C -2.251 0.030 0.000
C -0.173 -1.124 -2.308
O 1.173 -1.555 -2.155
C 0.343 -1.448 -0.907
H -1.520 0.698 -0.496
H -0.264 -0.135 -2.781
H -0.852 -1.872 -2.750
Ga 0.011 -1.274 0.967